<a>
# C3H7N3

The molecule C3H7N3 (wB97M-V/def2-TZVPD, the OMol25 dataset).

The geometry in XYZ format:
```
13
Properties=species:S:1:pos:R:3:nbo_charge:R:1
N -2.92 0.78 0.53 -0.3222
C -1.79 0.51 0.57 0.2772
C -0.38 0.10 0.57 -0.1669
N 0.42 1.11 1.26 -0.8117
C 0.11 -0.09 -0.89 -0.2197
N 0.93 -1.29 -1.04 -0.8420
H -0.35 -0.90 1.03 0.2243
H 1.37 0.77 1.35 0.3594
H 0.07 1.24 2.21 0.3681
H -0.77 -0.20 -1.54 0.2100
H 0.61 0.84 -1.19 0.1962
H 0.75 -1.73 -1.93 0.3689
H 1.92 -1.08 -1.00 0.3584
```

Output
orbital gap	10.828	eV
structure (SMILES)	N#C[C@H](N)CN


<b>
# C3H7N3

The molecule C3H7N3 (wB97M-V/def2-TZVPD, the OMol25 dataset).

The geometry in XYZ format:
```
13
Properties=species:S:1:pos:R:3:nbo_charge:R:1
H 1.35 -0.89 -1.52 0.3263
N 1.84 -0.48 -0.72 -0.6684
C 0.96 -0.35 0.21 0.4260
C 1.30 0.18 1.57 -0.6798
N -0.33 -0.69 -0.07 -0.5387
C -1.02 0.24 -0.63 0.2933
N -2.33 0.09 -0.96 -0.7969
H 2.27 -0.21 1.88 0.2399
H 0.54 -0.12 2.30 0.2237
H 1.35 1.27 1.53 0.2318
H -0.61 1.23 -0.90 0.1600
H -2.66 -0.87 -0.90 0.3933
H -2.66 0.59 -1.78 0.3895
```

Output
orbital gap	10.102	eV
structure (SMILES)	[H]/N=C(C)\N=C\N


Of them, <b> has the highest stability.


<a>
# C2H6N4

A cluster of 2 separate species, C2H6N4 in total (wB97M-V/def2-TZVPD, the OMol25 dataset).

The geometry in XYZ format:
```
12
Properties=species:S:1:pos:R:3:nbo_charge:R:1
C 0.66 0.61 0.08 -0.1608
C -1.81 0.44 0.21 -0.4396
N -0.40 -1.41 -0.35 -0.6823
N 4.63 0.43 -0.19 -0.0082
N 4.28 0.01 0.74 0.0074
N -0.46 -0.02 -0.03 -0.2249
H 0.43 1.60 0.33 0.1078
H -2.52 0.10 -0.52 0.1993
H -1.79 1.52 0.15 0.2230
H -2.29 0.11 1.20 0.2156
H 0.56 -1.65 -0.80 0.4036
H -1.28 -1.73 -0.83 0.3590
```

Output
orbital gap	9.191	eV


<b>
# C2H6N4

A cluster of 2 separate species, C2H6N4 in total (wB97M-V/def2-TZVPD, the OMol25 dataset).

The geometry in XYZ format:
```
12
Properties=species:S:1:pos:R:3:nbo_charge:R:1
C 0.18 1.81 0.71 -0.0183
C 0.22 -1.65 -0.26 -0.4859
N -0.64 -0.80 1.59 -0.3267
N 0.21 1.67 -1.64 -0.5265
N 0.13 1.90 -0.47 -0.0220
N 0.32 -0.78 0.82 -0.0805
H -0.31 2.28 1.52 0.2209
H 0.77 -2.51 0.08 0.2268
H 0.67 -1.09 -1.08 0.2391
H -0.82 -2.07 -0.27 0.1637
H -1.48 -1.22 1.18 0.2672
H 0.75 2.46 -2.18 0.3422
```

Output
orbital gap	9.503	eV


<c>
# C2H6N4

The molecule C2H6N4 (wB97M-V/def2-TZVPD, the OMol25 dataset).

The geometry in XYZ format:
```
12
Properties=species:S:1:pos:R:3:nbo_charge:R:1
H 3.06 -1.05 0.48 0.3399
N 2.87 -0.23 -0.21 -0.7261
C 1.69 0.31 -0.28 0.2835
N 0.58 -0.05 0.42 -0.4833
N -0.67 0.54 0.19 -0.4644
C -1.62 -0.38 -0.15 0.2752
N -2.88 -0.22 -0.21 -0.6642
H -3.10 0.78 -0.05 0.3233
H 1.50 1.23 -0.96 0.1794
H 0.78 -0.73 1.19 0.3801
H -0.89 1.31 0.86 0.3869
H -1.12 -1.39 -0.32 0.1696
```

Output
orbital gap	10.382	eV
structure (SMILES)	[H]/N=C\NN/C=N\[H]


<d>
# C2H6N4

The molecule C2H6N4 (wB97M-V/def2-TZVPD, the OMol25 dataset).

The geometry in XYZ format:
```
12
Properties=species:S:1:pos:R:3:nbo_charge:R:1
C 0.74 -1.14 0.94 -0.6873
N -0.85 0.06 -0.54 -0.2262
C 0.53 -0.07 -0.08 0.3930
N -1.16 0.93 -1.57 -0.4182
N -1.67 1.32 -0.31 -0.2507
N 1.43 0.65 -0.57 -0.5852
H -1.45 -0.75 -0.37 0.3844
H -0.99 1.93 0.19 0.2974
H 1.06 1.30 -1.27 0.3737
H 0.10 -0.96 1.81 0.2324
H 0.49 -2.12 0.53 0.2307
H 1.78 -1.15 1.24 0.2560
```

Output
orbital gap	8.468	eV


Of them, <c> has the highest stability.


<a>
# C5H5NO2

A cluster of 2 separate species, C5H5NO2 in total (wB97M-V/def2-TZVPD, the OMol25 dataset).

The geometry in XYZ format:
```
13
Properties=species:S:1:pos:R:3:nbo_charge:R:1
C -1.38 -0.58 0.76 0.4417
C -0.12 0.21 0.85 -0.5049
C -0.16 1.47 -0.03 -0.2033
C 0.69 1.42 -1.08 -0.0244
C 0.82 -0.58 0.17 0.6770
H -1.44 -1.68 1.49 0.1880
H 0.11 0.31 1.82 0.2680
H -0.79 2.24 0.01 0.2160
H 0.68 2.04 -2.11 0.2561
H 1.74 -0.69 -1.99 0.3448
N 1.62 0.25 -0.72 -0.5789
O -2.33 -0.14 -0.03 -0.5258
O 0.98 -1.81 0.25 -0.5542
```

Output
orbital gap	8.953	eV


<b>
# C5H5NO2

The molecule C5H5NO2 (wB97M-V/def2-TZVPD, the OMol25 dataset).

The geometry in XYZ format:
```
13
Properties=species:S:1:pos:R:3:nbo_charge:R:1
C 2.16 0.67 0.13 -0.6449
C 1.28 -0.55 -0.02 0.5198
O 1.68 -1.70 -0.13 -0.4894
C -0.16 -0.32 0.00 0.3598
N -0.72 0.81 -0.09 -0.4177
C -2.13 0.48 -0.08 -0.1450
C -2.26 -0.89 0.05 0.0530
O -0.98 -1.39 0.07 -0.3864
H 3.18 0.51 -0.22 0.2317
H 2.34 0.97 0.92 0.1899
H 1.79 1.45 -0.68 0.2347
H -2.89 1.49 0.00 0.2470
H -3.29 -1.53 0.05 0.2473
```

Output
orbital gap	9.990	eV
structure (SMILES)	CC(=O)c1ncco1


<c>
# C5H5NO2

A structure of composition C5H5NO2 (wB97M-V/def2-TZVPD, the OMol25 dataset).

The geometry in XYZ format:
```
13
Properties=species:S:1:pos:R:3:nbo_charge:R:1
C 1.68 1.11 2.07 -0.4381
C 1.07 0.18 1.26 0.0763
C -0.12 0.20 -0.86 0.5905
C -1.16 -0.47 -0.47 -0.4644
C -1.59 -1.23 -1.69 -0.0505
H 2.04 2.37 1.56 0.2553
H 1.54 1.02 3.22 0.2452
H 0.50 -0.75 1.50 0.2301
H -1.57 -0.24 0.55 0.2361
H -2.38 -2.09 -2.04 0.2385
N -0.80 -0.84 -2.78 -0.1263
O 0.71 0.72 -0.15 -0.4825
O 0.08 0.01 -2.17 -0.3101
```

Output
orbital gap	9.380	eV


Of them, <b> has the highest stability.


<a>
# C7H9P

A structure of composition C7H9P (wB97M-V/def2-TZVPD, the OMol25 dataset).

The geometry in XYZ format:
```
17
Properties=species:S:1:pos:R:3:nbo_charge:R:1
C -1.18 1.16 -0.32 -0.2923
C -1.73 -0.04 -0.51 -0.1122
C 0.21 1.33 -0.04 0.0435
C 1.10 -0.37 0.18 -0.3379
C 0.83 2.39 0.41 -0.4217
C -0.95 -1.37 -0.30 -0.4326
C 0.19 -1.44 0.68 -0.5209
P 2.68 -0.42 -0.38 0.3952
H -1.50 2.09 -0.64 0.2118
H -2.61 -0.11 -1.06 0.2031
H 1.95 2.39 0.59 0.2239
H 0.34 3.36 0.21 0.2026
H -1.85 -2.03 -0.05 0.2161
H -0.66 -1.66 -1.27 0.2220
H 0.54 -2.43 0.99 0.2371
H -0.08 -1.04 1.71 0.2261
H 2.74 -1.79 -0.19 -0.0639
```

Output
orbital gap	9.177	eV


<b>
# C7H9P

A cluster of 2 separate species, C7H9P in total (wB97M-V/def2-TZVPD, the OMol25 dataset).

The geometry in XYZ format:
```
17
Properties=species:S:1:pos:R:3:nbo_charge:R:1
C 0.68 1.52 -0.26 -0.2856
C 1.38 1.58 -1.43 -0.1471
C 0.70 1.11 -2.62 -0.7802
P -0.97 0.49 -2.01 0.5961
C -0.64 1.00 -0.45 -0.6048
H 1.04 1.45 0.75 0.2228
H 2.47 2.02 -1.52 0.2147
H 0.81 1.69 -3.55 0.2672
H 1.28 0.13 -2.81 0.2705
H -1.50 1.14 0.27 0.2466
C -2.08 -0.90 1.37 -0.2774
C -1.21 -1.53 1.95 0.0184
C 0.03 -2.15 2.32 -0.6946
H -2.96 -0.51 0.92 0.2358
H 0.50 -2.37 1.26 0.2452
H 0.66 -1.59 2.92 0.2356
H -0.18 -3.07 2.89 0.2369
```

Output
orbital gap	8.617	eV
structure (SMILES)	C1=CCP=C1.C#CC


Of them, <b> has the highest stability.


<a>
# CH3ClOS2

The molecule CH3ClOS2 (wB97M-V/def2-TZVPD, the OMol25 dataset).

The geometry in XYZ format:
```
8
Properties=species:S:1:pos:R:3:nbo_charge:R:1
O 0.75 0.36 -0.92 -0.7053
C 0.99 -0.35 0.28 -0.1455
S -0.68 -1.34 0.62 0.0580
S -1.93 -0.33 -0.57 0.1618
Cl -2.84 1.29 0.50 -0.2374
H 0.71 1.30 -0.81 0.4822
H 1.53 -1.20 -0.09 0.1919
H 1.47 0.26 0.98 0.1943
```

Output
orbital gap	8.901	eV
structure (SMILES)	OCSSCl


<b>
# CH3ClOS2

A cluster of 2 separate species, CH3ClOS2 in total (wB97M-V/def2-TZVPD, the OMol25 dataset).

The geometry in XYZ format:
```
8
Properties=species:S:1:pos:R:3:nbo_charge:R:1
C -1.23 -2.29 -0.41 -0.8296
O -3.06 1.58 0.56 -0.7920
S -0.50 -0.77 0.00 0.0938
S -3.14 0.82 -0.64 1.0472
Cl -4.14 -0.84 -0.12 -0.2195
H -1.92 -2.59 0.39 0.2185
H -0.56 -3.13 -0.62 0.2354
H -1.90 -2.02 -1.22 0.2462
```

Output
orbital gap (spin up / spin down)	7.736 / 6.854	eV


Of them, <a> has the highest stability.


<a>
# C6H12O2

A cluster of 2 separate species, C6H12O2 in total (wB97M-V/def2-TZVPD, the OMol25 dataset).

The geometry in XYZ format:
```
20
Properties=species:S:1:pos:R:3:nbo_charge:R:1
C -2.42 -0.40 0.90 -0.4004
C -1.32 0.23 0.51 0.0143
C -1.18 1.72 0.55 -0.6550
C -0.12 -0.56 0.02 0.0649
C 0.94 -0.68 1.11 -0.6338
O 0.40 0.04 -1.17 -0.7046
H -3.27 0.14 1.30 0.1969
H -2.51 -1.48 0.87 0.1936
H -2.05 2.18 1.01 0.2218
H -0.30 2.02 1.12 0.2127
H -1.08 2.12 -0.46 0.2281
H -0.44 -1.55 -0.29 0.1887
H 1.27 0.31 1.44 0.2080
H 0.54 -1.22 1.97 0.2236
H 1.82 -1.21 0.73 0.2210
H 1.09 0.78 -0.96 0.5094
C 2.11 -0.60 -2.14 0.3118
O 2.82 0.29 -1.66 -0.6387
H 2.07 -1.62 -1.72 0.1116
H 1.62 -0.49 -3.12 0.1260
```

Output
orbital gap	10.536	eV
structure (SMILES)	C=C(C)[C@H](C)O.C=O


<b>
# C6H12O2

A structure of composition C6H12O2 (wB97M-V/def2-TZVPD, the OMol25 dataset).

The geometry in XYZ format:
```
20
Properties=species:S:1:pos:R:3:nbo_charge:R:1
C -2.09 1.20 -0.02 -0.6010
C -1.31 1.16 1.33 -0.4542
C 1.43 -2.77 0.11 -0.4908
C 1.41 -1.44 0.36 0.2276
O 1.92 -0.43 -0.59 -0.7243
C 0.26 -0.78 1.02 -0.2879
C 0.04 0.53 1.17 -0.0907
H -2.63 0.31 -0.33 0.2011
H -1.47 1.57 -0.84 0.2319
H -2.86 1.96 0.11 0.2025
H -1.18 2.26 1.37 0.2134
H -1.83 0.81 2.23 0.2203
H 2.09 -3.16 -0.66 0.2130
H 0.75 -3.49 0.55 0.2295
H 1.49 -1.29 -1.00 0.5135
H -0.57 -1.44 1.27 0.2003
H 0.87 1.23 1.21 0.2079
H 1.27 0.77 -1.78 0.4945
H 1.48 1.55 -3.15 0.4687
O 0.92 1.45 -2.38 -0.9752
```

Output
orbital gap	9.318	eV


<c>
# C6H12O2

The molecule C6H12O2 (wB97M-V/def2-TZVPD, the OMol25 dataset).

The geometry in XYZ format:
```
20
Properties=species:S:1:pos:R:3:nbo_charge:R:1
C 1.01 0.35 1.30 -0.6003
C 0.53 -0.35 0.02 -0.0706
C 0.96 -1.82 0.07 -0.5942
C 1.17 0.33 -1.20 -0.5994
C -0.98 -0.29 -0.07 -0.4097
C -1.67 0.84 -0.11 0.6077
O -1.27 2.11 -0.05 -0.6793
O -3.08 0.94 -0.22 -0.7376
H 0.57 -0.11 2.18 0.2058
H 2.09 0.30 1.38 0.2010
H 0.71 1.40 1.28 0.2187
H 0.64 -2.34 -0.83 0.2051
H 0.53 -2.32 0.93 0.2051
H 2.05 -1.90 0.14 0.2077
H 0.87 1.37 -1.24 0.2174
H 0.84 -0.16 -2.12 0.2063
H 2.25 0.27 -1.14 0.2011
H -1.52 -1.22 -0.13 0.2130
H -2.21 2.53 -0.15 0.5084
H -3.49 0.09 -0.05 0.4938
```

Output
orbital gap	9.111	eV
structure (SMILES)	CC(C)(C)C=C(O)O


Of them, <c> has the highest stability.